[1]
A molecular structure, C7H9ClN2O3S in a non-equilibrium geometry, computed with wB97M-V/def2-TZVPD.

Last column: Mulliken charge in e.
CARTESIAN COORDINATES (ANGSTROEM)
Cl  -2.602  1.840  -0.495  0.06
S  -4.402  -0.048  0.074  1.16
O  -1.695  -0.907  -0.128  -0.40
O  -5.535  0.550  0.737  -0.55
O  -4.358  -0.094  -1.340  -0.54
N  -2.985  0.759  0.594  -0.16
N  -4.154  -1.498  0.760  -0.61
C  1.774  0.686  1.431  -0.71
C  1.561  0.521  -1.378  -0.60
C  2.723  0.896  -0.808  -0.53
C  2.846  0.970  0.554  -0.35
C  -0.790  -0.448  -0.969  -0.47
C  0.547  0.017  -0.495  0.71
C  0.693  0.100  0.900  -0.52
H  -1.286  0.560  -1.473  0.17
H  3.610  1.164  -1.355  0.37
H  1.307  0.550  -2.396  0.46
H  -0.136  -0.222  1.422  0.57
H  3.754  1.305  1.021  0.35
H  -3.406  -2.043  0.389  0.40
H  -0.583  -1.043  -1.924  0.37
H  1.894  0.915  2.414  0.50
H  -3.831  -1.251  1.739  0.31

Calculated values
- orbital gap (eV) = 6.46
- LUMO (eV) = -2.645
- ΔE to the lowest compared entry with this formula, charge and spin (kJ/mol) = 233.2

=====

[2]
A single C7H9ClN2O4S molecule in a non-equilibrium geometry, computed with wB97M-V/def2-TZVPD.

Last column: Mulliken charge in e.
CARTESIAN COORDINATES (ANGSTROEM)
Cl  -3.131  2.145  -0.122  -0.23
S  -1.780  1.811  1.440  0.94
O  -1.099  3.026  1.529  -0.51
O  -0.631  -0.737  2.717  -0.60
O  1.821  -2.174  -0.758  -0.59
O  -2.607  1.403  2.486  -0.53
N  0.165  -1.640  0.797  -0.02
N  0.686  -0.213  -1.027  -0.09
C  -0.113  0.736  -0.493  1.48
C  -0.473  -0.628  1.520  0.25
C  0.322  -2.948  1.470  -1.19
C  -0.734  0.552  0.740  0.17
C  1.409  0.106  -2.294  -1.22
C  -0.133  2.086  -1.132  -2.04
C  0.929  -1.456  -0.370  0.50
H  1.293  -0.705  -2.972  0.34
H  2.407  0.331  -2.179  0.41
H  0.485  -2.726  2.544  0.35
H  -0.491  -3.592  1.406  0.35
H  -0.388  1.945  -2.194  0.42
H  1.100  -3.536  1.174  0.44
H  -0.871  2.733  -0.703  0.47
H  0.832  2.479  -1.007  0.44
H  1.002  1.001  -2.573  0.43

Calculated values
- SMILES = Cc1c(S(=O)(=O)Cl)c(=O)n(C)c(=O)n1C
- orbital gap (eV) = 9.63
- LUMO (eV) = -0.168
- ΔE to the lowest compared entry with this formula, charge and spin (kJ/mol) = 0.0

=====

[3]
A single C7H9F molecule in a non-equilibrium geometry, computed with wB97M-V/def2-TZVPD.

Last column: Mulliken charge in e.
CARTESIAN COORDINATES (ANGSTROEM)
F  -1.011  -1.757  0.990  -0.34
C  0.387  1.147  1.181  -0.71
C  -0.713  -0.931  -0.146  0.33
C  0.474  1.443  -0.310  -0.69
C  2.704  -1.391  -0.181  0.16
C  1.737  -0.672  -0.022  -1.24
C  0.431  0.015  0.141  1.07
C  -1.988  -0.265  -0.526  -1.50
H  3.660  -1.895  -0.319  0.46
H  1.470  1.660  -0.642  0.33
H  -0.389  1.913  -0.787  0.26
H  -1.880  0.189  -1.514  0.38
H  -0.566  1.316  1.665  0.26
H  1.263  1.301  1.802  0.26
H  -2.823  -0.986  -0.566  0.37
H  -0.480  -1.650  -0.929  0.30
H  -2.275  0.565  0.161  0.31

Calculated values
- SMILES = C#CC1([C@H](C)F)CC1
- orbital gap (eV) = 10.68
- LUMO (eV) = 0.996
- ΔE to the lowest compared entry with this formula, charge and spin (kJ/mol) = 176.5

=====

[4]
A gas-phase ion, C7H9FNS (charge +1) in a non-equilibrium geometry, computed with wB97M-V/def2-TZVPD.

Last column: Mulliken charge in e.
CARTESIAN COORDINATES (ANGSTROEM)
S  1.141  -0.974  -2.810  0.08
F  -1.034  -2.072  0.512  -0.29
N  -0.127  1.074  1.408  -0.28
C  -0.433  -0.137  -0.840  0.17
C  -0.341  -1.022  -1.982  -0.44
C  1.842  0.223  -1.676  -0.35
C  0.945  0.375  -0.696  0.02
C  -0.878  -0.109  1.771  -0.74
C  1.087  0.972  0.667  -0.54
C  -1.456  -0.783  0.468  0.24
H  0.013  1.744  2.059  0.21
H  1.514  2.090  0.622  0.36
H  -1.135  0.755  -1.216  0.36
H  -1.780  0.191  2.348  0.36
H  -0.362  -1.011  2.155  0.29
H  -1.165  -1.566  -2.470  0.38
H  -2.534  -0.761  0.288  0.38
H  1.813  0.413  1.285  0.33
H  2.890  0.597  -1.893  0.42

Calculated values
- orbital gap (eV) = 7.23
- LUMO (eV) = -5.727
- charge = +1
- ΔE to the lowest compared entry with this formula, charge and spin (kJ/mol) = 187.7